Entry 1
{
  "formula": "C2H7N2",
  "method": "the ωB97M-V functional and the def2-TZVPD basis",
  "e_homo_ha": -0.5516,
  "homo_lumo_gap_ha": 0.222,
  "total_charge": 1,
  "elements": ["N", "N", "C", "C", "H", "H", "H", "H", "H", "H", "H"],
  "coordinates": [[-0.875, -0.212, 0.346], [0.351, 0.717, -1.450], [-0.117, -1.203, 1.011], [-0.250, 0.924, -0.157], [0.390, 1.392, 0.612], [1.165, 1.252, -1.712], [-0.639, -2.147, 1.116], [0.053, -0.081, -1.989], [-1.009, 1.732, -0.411], [0.862, -1.507, 0.588], [0.068, -0.867, 2.046]]
}

Entry 2
{
  "formula": "C2H7N2",
  "method": "the ωB97M-V functional and the def2-TZVPD basis",
  "e_homo_ha": -0.5706,
  "homo_lumo_gap_ha": 0.429,
  "total_charge": 1,
  "smiles": "C/N=C/[NH3+]",
  "elements": ["N", "N", "C", "C", "H", "H", "H", "H", "H", "H", "H"],
  "coordinates": [[1.778, 0.030, 0.232], [-0.511, -0.105, 0.477], [0.374, -0.115, -0.372], [-1.832, -0.043, 0.086], [2.268, 0.902, -0.011], [-1.845, -0.402, -0.942], [-2.026, 1.031, 0.150], [2.235, -0.802, -0.224], [-2.543, -0.427, 0.836], [0.437, -0.101, -1.431], [1.665, 0.032, 1.199]]
}

Verdict on stability: entry 2 comes out on top.

Entry 1
{
  "formula": "CH5N3S2",
  "method": "the ωB97M-V functional and the def2-TZVPD basis",
  "e_homo_ha": -0.3100,
  "homo_lumo_gap_ha": 0.329,
  "smiles": "NNC(=S)NS",
  "elements": ["S", "S", "N", "N", "N", "C", "H", "H", "H", "H", "H"],
  "coordinates": [[-0.083, -1.108, -1.513], [1.986, 1.042, 0.038], [-1.616, -0.458, 0.523], [-2.022, 0.200, 1.676], [0.386, 0.578, 0.615], [-0.401, -0.281, -0.088], [1.896, 0.282, -1.048], [-2.247, -1.028, -0.021], [0.056, 0.960, 1.486], [-2.904, 0.695, 1.548], [-2.077, -0.406, 2.476]]
}

Entry 2
{
  "formula": "CH5N3S2",
  "method": "the ωB97M-V functional and the def2-TZVPD basis",
  "e_homo_ha": -0.3222,
  "homo_lumo_gap_ha": 0.231,
  "elements": ["S", "S", "N", "N", "N", "C", "H", "H", "H", "H", "H"],
  "coordinates": [[2.750, -0.308, -0.248], [0.542, 2.442, -0.172], [-1.260, 0.396, -0.102], [-1.680, -0.951, -0.372], [0.985, -0.199, -0.114], [0.076, 0.836, -0.080], [2.840, 0.992, 0.062], [-1.881, -1.464, 0.593], [0.738, -1.170, 1.645], [-1.972, 1.028, -0.277], [-1.139, -1.601, -0.935]]
}

Verdict on stability: entry 1 comes out on top.

Entry 1
{
  "formula": "CH3BrS",
  "method": "the ωB97M-V functional and the def2-TZVPD basis",
  "e_homo_ha": -0.3256,
  "homo_lumo_gap_ha": 0.329,
  "smiles": "CSBr",
  "elements": ["Br", "S", "C", "H", "H", "H"],
  "coordinates": [[1.077, -2.099, -0.434], [-0.742, -1.034, -0.801], [-0.160, 0.638, 0.198], [0.002, 0.141, 1.109], [-0.952, 1.366, 0.207], [0.774, 0.988, -0.280]]
}

Entry 2
{
  "formula": "CH3BrS",
  "method": "the ωB97M-V functional and the def2-TZVPD basis",
  "e_homo_ha": -0.3518,
  "homo_lumo_gap_ha": 0.374,
  "smiles": "SCBr",
  "elements": ["Br", "S", "C", "H", "H", "H"],
  "coordinates": [[1.290, 1.732, 0.347], [-0.995, 0.056, -1.081], [0.399, 0.035, -0.043], [1.223, -0.513, -0.531], [0.225, -0.437, 1.116], [-1.458, 1.046, -0.552]]
}

Verdict on stability: entry 1 comes out on top.